{
  "formula": "C3H7OPS2",
  "method": "ωB97M-V with the def2-TZVPD basis set",
  "symbols": ["C", "C", "C", "O", "P", "S", "S", "H", "H", "H", "H", "H", "H", "H"],
  "xyz": [[1.95630, -0.26029, -0.63204], [0.68478, -0.32912, -0.26601], [-0.04910, -1.49253, 0.29717], [-1.39749, 1.06199, 1.69136], [-0.30924, 1.18767, -0.45350], [0.57125, 2.83583, -0.91255], [-2.10405, 0.72776, -1.40779], [2.38154, 0.65364, -1.01744], [2.61423, -1.10992, -0.55782], [-0.75494, -1.88456, -0.43644], [0.63464, -2.28697, 0.58286], [-0.60978, -1.15317, 1.16626], [-1.01422, 1.77011, 2.20544], [-2.60391, 0.27954, -0.25949]],
  "mulliken_charge": [-0.804, 0.808, -1.368, -0.721, 0.583, -0.315, -0.224, 0.218, 0.287, 0.325, 0.390, 0.354, 0.239, 0.230],
  "lumo_energy_ha": -0.0412,
  "homo_lumo_gap_ev": 8.45
}



{
  "formula": "C3H7OPS2",
  "method": "ωB97M-V with the def2-TZVPD basis set",
  "symbols": ["C", "C", "C", "O", "P", "S", "S", "H", "H", "H", "H", "H", "H", "H"],
  "xyz": [[-3.00255, 0.66322, -1.54557], [-0.57482, 1.03684, -0.06426], [2.00630, -1.73744, 0.79132], [1.65998, -0.78680, -0.19009], [1.58544, 0.83234, -0.02169], [1.98652, 1.24871, 1.85970], [-1.70438, -0.11974, -0.82738], [-3.17790, 1.71360, -1.42084], [-3.56884, 0.09322, -2.25287], [-0.73102, 0.98669, 1.00952], [-0.76410, 2.03935, -0.43350], [2.27498, -1.25776, 1.73973], [2.85653, -2.30848, 0.41550], [1.15389, -2.40375, 0.94041]],
  "mulliken_charge": [-0.586, -0.759, -0.528, -0.279, 0.349, -0.411, 0.128, 0.295, 0.285, 0.367, 0.417, 0.305, 0.208, 0.208],
  "lumo_energy_ha": [-0.0862, -0.0267],
  "homo_lumo_gap_ev": [5.01, 7.44]
}



{
  "formula": "C3H7OS2",
  "method": "ωB97M-V with the def2-TZVPD basis set",
  "symbols": ["O", "C", "C", "C", "S", "S", "H", "H", "H", "H", "H", "H", "H"],
  "xyz": [[0.36335, -1.86547, -1.38095], [-0.09577, -2.01002, -0.13933], [-0.53100, -0.65969, 0.53396], [0.35684, 0.47223, -0.00649], [-0.27198, 2.03182, 0.54597], [0.84749, 3.34557, -0.69550], [-0.99026, -2.67815, -0.06601], [0.63448, -2.47685, 0.58376], [-1.56918, -0.42759, 0.32213], [-0.43935, -0.69449, 1.62875], [1.37706, 0.27273, 0.31850], [0.34617, 0.35859, -1.10110], [-0.02785, 4.33132, -0.54368]],
  "mulliken_charge": [-0.861, -0.447, -0.766, -0.478, -0.139, -0.244, 0.214, 0.156, 0.374, 0.303, 0.362, 0.423, 0.100],
  "total_charge": -1,
  "lumo_energy_ha": 0.1070,
  "smiles": "[O-]CCCSS",
  "homo_lumo_gap_ev": 5.52
}



{
  "formula": "C3H7S",
  "method": "ωB97M-V with the def2-TZVPD basis set",
  "symbols": ["S", "H", "C", "C", "C", "H", "H", "H", "H", "H", "H"],
  "xyz": [[-0.47258, 0.65572, 3.62745], [-0.30295, -0.31238, 4.54208], [-0.89336, 0.52067, -1.13685], [0.59517, 0.04973, -1.07106], [1.04458, -1.10084, -0.48714], [-1.08782, 1.25683, -0.25486], [-1.56569, -0.13025, -1.51670], [-1.09151, 1.31288, -2.06381], [1.37077, 0.81001, -1.31614], [1.94556, -1.83756, -0.74370], [0.45783, -1.22480, 0.42072]],
  "mulliken_charge": [-0.912, -0.075, -0.944, -0.109, -0.568, 0.262, 0.388, 0.241, 0.259, 0.208, 0.248],
  "total_charge": -1,
  "lumo_energy_ha": 0.1370,
  "homo_lumo_gap_ev": 6.12
}



{
  "formula": "C3H8",
  "method": "ωB97M-V with the def2-TZVPD basis set",
  "symbols": ["C", "C", "C", "H", "H", "H", "H", "H", "H", "H", "H"],
  "xyz": [[0.29770, 1.23128, 0.29584], [0.52194, -0.27665, 0.17516], [-0.68380, -1.02596, -0.42430], [1.19016, 1.74664, 0.66971], [-0.52702, 1.45323, 0.98436], [0.03973, 1.66829, -0.67858], [0.75814, -0.67941, 1.16767], [1.41246, -0.45764, -0.43845], [-1.51396, -0.34043, -0.64041], [-1.06887, -1.79434, 0.25296], [-0.42648, -1.52500, -1.36397]],
  "mulliken_charge": [-1.222, -0.153, -0.972, 0.331, 0.320, 0.330, 0.254, 0.268, 0.306, 0.271, 0.265],
  "lumo_energy_ha": 0.0484,
  "smiles": "CCC",
  "homo_lumo_gap_ev": 12.68
}



{
  "formula": "C3H8As7F42NO",
  "method": "ωB97M-V with the def2-TZVPD basis set",
  "symbols": ["C", "C", "O", "N", "H", "H", "C", "H", "H", "H", "H", "H", "H", "As", "F", "F", "F", "F", "F", "F", "As", "F", "F", "F", "F", "F", "F", "As", "F", "F", "F", "F", "F", "F", "As", "F", "F", "F", "F", "F", "F", "As", "F", "F", "F", "F", "F", "F", "As", "F", "F", "F", "F", "F", "F", "As", "F", "F", "F", "F", "F", "F"],
  "xyz": [[-1.03466, 2.10085, -0.57531], [-0.41921, 1.22622, 0.52651], [-0.76684, 1.35395, 1.69975], [0.49442, 0.01445, 0.15407], [0.39373, -0.46658, 1.03643], [0.00772, -0.55890, -0.52009], [1.94181, 0.43417, -0.26297], [-1.94156, 1.58633, -0.89294], [-0.35732, 2.15615, -1.42752], [-1.19129, 3.10476, -0.18069], [1.78865, 1.16538, -1.05668], [2.51893, -0.47505, -0.43136], [2.29151, 1.04229, 0.57130], [-2.21313, -3.51556, 4.92802], [-3.49227, -4.05830, 6.05119], [-2.99408, -4.31551, 3.53174], [-0.99396, -2.93358, 3.79597], [-1.30562, -2.82275, 6.29599], [-1.30777, -5.03550, 5.18785], [-3.09158, -2.03976, 4.71827], [-5.67529, 7.18178, 0.54943], [-6.78422, 6.70003, -0.79509], [-7.06398, 6.94603, 1.65281], [-4.77526, 7.81456, 1.97314], [-4.27064, 7.46377, -0.61495], [-6.17492, 8.89691, 0.21409], [-5.17239, 5.56410, 0.87951], [4.26180, 6.21560, -0.22449], [4.58935, 4.49522, -0.75152], [2.71375, 5.60884, 0.50761], [3.85041, 7.86158, 0.33259], [5.81490, 6.65712, -0.97777], [3.33037, 6.66349, -1.69593], [5.16647, 5.84919, 1.28394], [0.14334, -7.30222, -1.59530], [0.93412, -8.07767, -0.21137], [1.65174, -7.10808, -2.59273], [-0.94917, -6.67971, -2.93825], [-1.42507, -7.39244, -0.55438], [0.32232, -5.66406, -0.85543], [-0.15683, -9.02643, -2.16076], [2.37792, -0.30171, -6.21155], [3.11428, 0.50478, -7.61134], [1.85759, 1.31245, -5.57090], [1.57518, -0.92782, -4.77488], [2.80002, -1.99223, -6.90255], [3.94624, -0.26533, -5.40672], [0.74420, -0.38994, -7.02356], [5.83074, -1.62516, 4.31534], [4.93231, -2.63335, 3.17126], [7.11888, -2.87910, 4.23904], [6.87775, -0.63293, 5.38005], [4.49744, -0.40337, 4.27793], [5.07338, -2.43134, 5.72928], [6.36407, -0.78279, 2.82172], [-5.12793, -2.39228, -1.56560], [-5.04110, -3.59105, -2.93649], [-5.30066, -3.78062, -0.33537], [-5.06674, -1.30874, -0.11912], [-5.02444, -1.09910, -2.76474], [-6.89972, -2.45801, -1.83241], [-3.30747, -2.55327, -1.45430]],
  "mulliken_charge": [-0.865, 0.402, -0.422, -0.162, 0.352, 0.399, -0.735, 0.319, 0.326, 0.332, 0.326, 0.338, 0.388, 2.025, -0.535, -0.496, -0.494, -0.517, -0.512, -0.472, 1.974, -0.500, -0.503, -0.495, -0.516, -0.521, -0.440, 1.994, -0.510, -0.504, -0.502, -0.498, -0.489, -0.491, 1.997, -0.468, -0.502, -0.492, -0.528, -0.474, -0.533, 1.986, -0.498, -0.508, -0.459, -0.541, -0.472, -0.509, 1.984, -0.472, -0.516, -0.504, -0.501, -0.497, -0.494, 2.012, -0.518, -0.517, -0.486, -0.476, -0.506, -0.507],
  "total_charge": -6,
  "lumo_energy_ha": 0.3332,
  "homo_lumo_gap_ev": 10.37
}



{
  "formula": "C3H8BBrNO2",
  "method": "ωB97M-V with the def2-TZVPD basis set",
  "symbols": ["C", "C", "C", "Br", "B", "O", "N", "O", "H", "H", "H", "H", "H", "H", "H", "H"],
  "xyz": [[-0.75277, -1.63195, 1.40597], [-0.58729, -0.18414, 0.94658], [-0.35174, 0.00298, -0.54562], [-2.08808, -0.44012, -1.45517], [0.21598, 1.48342, -0.98488], [1.41160, 1.29876, -1.96889], [2.44572, 0.54053, -1.59622], [2.97735, 0.86747, -0.57616], [-0.51488, -1.74072, 2.46794], [-0.06602, -2.28088, 0.85441], [-1.76544, -2.00260, 1.23846], [-1.45050, 0.41409, 1.25266], [0.28431, 0.25636, 1.44108], [0.28533, -0.80855, -0.90518], [0.55658, 2.08994, 0.02251], [-0.60016, 2.13540, -1.59747]],
  "mulliken_charge": [-1.165, -0.320, -0.513, -0.304, 0.295, -0.229, 0.150, -0.383, 0.345, 0.319, 0.290, 0.293, 0.325, 0.286, -0.197, -0.192],
  "total_charge": -1,
  "lumo_energy_ha": 0.1253,
  "homo_lumo_gap_ev": 8.33
}



{
  "formula": "C3H8BBrO2",
  "method": "ωB97M-V with the def2-TZVPD basis set",
  "symbols": ["B", "C", "C", "C", "O", "O", "Br", "H", "H", "H", "H", "H", "H", "H", "H"],
  "xyz": [[0.56938, 1.73042, -0.13012], [-1.59025, -0.81188, -0.04737], [-0.23725, -1.55384, -0.07990], [0.87294, -0.86771, 0.75614], [1.24908, 1.98674, -1.26317], [-0.19790, 2.57986, 0.58828], [2.77344, -0.84419, 0.23594], [-2.17649, -1.07664, 0.93613], [-1.40746, 0.44492, 0.10216], [-2.17442, -1.09933, -0.88748], [0.05535, -1.64375, -1.18564], [-0.34909, -2.61448, 0.37909], [0.84231, -1.13088, 1.86854], [1.96216, 1.42072, -1.59513], [-0.19180, 3.48004, 0.32253]],
  "mulliken_charge": [0.325, -0.803, -0.125, -0.507, -0.451, -0.401, -0.172, 0.270, 0.095, 0.316, 0.261, 0.280, 0.326, 0.299, 0.286],
  "multiplicity": 3,
  "lumo_energy_ha": [0.0246, -0.0349],
  "homo_lumo_gap_ev": [6.77, 9.54]
}



{
  "formula": "C3H8BN2O3",
  "method": "ωB97M-V with the def2-TZVPD basis set",
  "symbols": ["B", "C", "C", "C", "N", "N", "O", "O", "O", "H", "H", "H", "H", "H", "H", "H", "H"],
  "xyz": [[-2.98877, 0.21433, 0.46969], [1.61543, 0.26117, 0.87739], [2.17445, -0.93484, -0.65915], [2.23082, 0.65174, -1.06932], [2.15548, -0.94633, 0.84936], [1.58774, 1.23372, 0.16575], [-3.99248, 0.07365, 1.33709], [-3.25043, 0.94030, -0.67418], [-1.73210, -0.23250, 0.81291], [1.23557, -1.31502, -1.03715], [2.97466, -1.37224, -1.22526], [3.18457, 1.02610, -1.10557], [1.56646, 0.82251, -1.97872], [2.18729, -1.70376, 1.55724], [-1.78521, -0.76792, 1.51979], [-4.61062, 0.78487, 1.44625], [-2.55286, 1.26424, -1.28611]],
  "mulliken_charge": [0.513, 0.264, -0.380, -0.425, -0.020, -0.129, -0.475, -0.524, -0.361, 0.287, 0.389, 0.360, 0.317, 0.329, 0.250, 0.322, 0.284],
  "total_charge": 1,
  "multiplicity": 3,
  "lumo_energy_ha": [-0.1269, -0.3302],
  "homo_lumo_gap_ev": [10.76, 5.35]
}